The following is a quantum chemistry calculation of C5H6O in the gas phase, from the OMol25 dataset.

```
12
Properties=species:S:1:pos:R:3:forces:R:3
C 2.82166 0.13329 0.09326 -0.4 0.7 0.2
C 1.66654 0.32828 -0.18517 0.5 -0.2 0.2
C 0.26240 0.16433 -0.54035 0.0 -0.1 -0.1
C -0.59364 -0.13017 0.70530 0.0 0.0 -0.1
C -2.07017 -0.25056 0.42584 -0.1 0.1 -0.3
O -2.58078 -0.01521 -0.64281 0.2 -0.1 0.4
H 3.81999 0.18323 0.44774 0.2 -0.2 -0.1
H 0.35879 -0.66350 -1.24887 -0.8 -0.3 0.2
H -0.18783 0.97653 -1.11974 0.3 0.1 0.2
H -0.25380 -1.03140 1.23153 -0.1 0.1 -0.1
H -0.49055 0.67458 1.45393 0.1 -0.1 -0.3
H -2.69483 -0.55734 1.29489 0.1 0.1 -0.1
```
Forces are in eV/Å.

Results
ΔE to the lowest compared entry with this formula, charge and spin ... 45.6 kcal/mol
HOMO energy ... -9.89 eV
Net charge ... 0
Orbital gap ... 10.7683 eV
E_tot ... -269.2736 Eh
Structure (SMILES) ... C#CCCC=O

Atom charges from the Mulliken analysis, given in e for atoms 1 to 5: 0.0614 -0.6588 -0.4175 -0.4930 -0.0027

The following is a quantum chemistry calculation of C5H6O in the gas phase, from the OMol25 dataset.

```
12
Properties=species:S:1:pos:R:3:forces:R:3
C 0.74051 -1.33572 0.39882 -0.2 -0.4 0.0
C -0.55400 -1.08967 0.63698 0.2 -0.2 0.1
C -1.36007 -0.15797 -0.16637 0.0 0.1 -0.1
C -0.61900 0.85683 -0.58638 0.1 -0.4 0.2
C 0.69253 1.36871 -0.44594 -0.1 0.7 -0.3
O -0.52218 2.08040 -1.09363 0.5 0.1 0.3
H 1.20046 -1.09165 -0.55640 -0.1 0.1 0.3
H 1.38193 -1.80669 1.13373 -0.2 -0.3 -0.1
H -1.01633 -1.47918 1.54067 0.1 0.0 0.0
H -2.44071 -0.19433 -0.23315 0.2 -0.1 -0.1
H 1.01447 1.68484 0.54999 -0.2 0.3 -0.4
H 1.47575 1.16901 -1.16774 -0.2 0.0 0.0
```
Forces are in eV/Å.

Results
ΔE to the lowest compared entry with this formula, charge and spin ... 67.6 kcal/mol
HOMO energy ... -8.49 eV
Net charge ... 0
Orbital gap ... 9.5308 eV
E_tot ... -269.2385 Eh
Structure (SMILES) ... C=C/C=C1\CO1

Atom charges from the Mulliken analysis, given in e for atoms 1 to 5: -0.8741 0.0284 -0.5751 0.5363 -0.5236

Question: Which formula does entry 1 have?
Answer: C5H6O